(1)
This record from the Open Molecules 2025 dataset describes 2 unconnected molecules or ions with the total composition C23H26N4O4. The level of theory is ωB97M-V with the def2-TZVPD basis set.

The value obtained for the energy is -1412.06158 Ha. Its energy relative to the best compared isomer or geometry (same formula, charge and spin) is 41.1 kcal/mol.

ORCA input file:
```
! RIJCOSX wB97M-V def2-TZVPD def2/J DEFGRID3
* xyz 0 1
C 0.221 0.966 0.635
N -0.921 1.588 -0.038
C -1.673 2.627 0.666
C -1.463 4.009 0.017
C -0.028 4.432 0.270
C 0.325 5.016 1.498
C 1.655 5.350 1.771
C 2.648 5.106 0.818
C 2.316 4.529 -0.413
C 3.333 4.280 -1.388
N 4.170 4.085 -2.174
C 0.983 4.194 -0.679
O -1.746 4.088 -1.397
C -2.660 3.223 -1.943
C -3.769 3.787 -2.583
C -4.722 2.985 -3.216
C -4.554 1.600 -3.233
C -3.438 1.023 -2.619
C -2.488 1.824 -1.960
C -1.335 1.190 -1.308
O -0.817 0.207 -1.825
H -0.127 0.191 1.322
H 0.782 1.711 1.207
H 0.917 0.515 -0.080
H -1.362 2.668 1.715
H -2.740 2.377 0.676
H -2.131 4.717 0.519
H -0.434 5.208 2.250
H 1.919 5.803 2.723
H 3.680 5.370 1.032
H 0.734 3.732 -1.632
H -3.878 4.867 -2.590
H -5.581 3.438 -3.704
H -5.282 0.969 -3.735
H -3.304 -0.056 -2.651
C 3.157 -6.489 -0.775
N 2.467 -5.486 0.034
C 1.181 -5.140 -0.126
O 0.471 -5.654 -0.984
C 0.575 -4.100 0.843
C 0.417 -2.732 0.168
N 1.356 -3.901 2.070
C 1.447 -4.729 3.109
C 0.636 -6.009 3.137
O 2.189 -4.458 4.039
H 3.304 -6.108 -1.788
H 4.126 -6.730 -0.336
H 2.553 -7.397 -0.832
H 2.984 -5.029 0.769
H -0.422 -4.456 1.105
H -0.109 -2.053 0.837
H -0.169 -2.837 -0.747
H 1.392 -2.315 -0.087
H 1.886 -3.049 2.151
H 0.836 -6.530 4.073
H 0.922 -6.647 2.305
H -0.424 -5.771 3.080
*
```

Löwdin population analysis, charges in e, atoms 1 to 6:
1 C -0.027
2 N -0.070
3 C -0.083
4 C -0.224
5 C -0.153
6 C -0.025

---

(2)
This record from the Open Molecules 2025 dataset describes a molecular structure, C23H26N5O2S3Ti. The level of theory is ωB97M-V with the def2-TZVPD basis set.

The value obtained for the energy is -3360.48770 Ha. Its energy relative to the best compared isomer or geometry (same formula, charge and spin) is 27.4 kcal/mol.

ORCA input file:
```
! RIJCOSX wB97M-V def2-TZVPD def2/J DEFGRID3
* xyz -1 1
Ti -1.051 0.108 0.203
O -3.399 2.782 2.262
C -2.725 2.151 1.453
N -2.349 0.860 1.531
C -2.474 0.242 2.830
C -1.135 -0.386 3.163
C -0.902 -1.062 4.352
C 0.380 -1.484 4.645
C 1.391 -1.216 3.736
C 1.066 -0.594 2.547
N -0.172 -0.199 2.252
C -2.171 2.800 0.213
C -2.624 4.020 -0.233
C -2.103 4.534 -1.410
C -1.154 3.793 -2.093
C -0.737 2.587 -1.567
N -1.209 2.108 -0.414
H -2.710 0.998 3.581
H -3.282 -0.496 2.881
H -1.719 -1.224 5.044
H 0.594 -1.991 5.577
H 2.418 -1.488 3.942
H 1.816 -0.408 1.790
H -3.386 4.525 0.345
H -2.450 5.479 -1.807
H -0.739 4.139 -3.030
H -0.018 1.969 -2.087
N 0.976 -2.820 0.503
C -0.016 -3.656 1.173
C -1.410 -3.403 0.622
N -1.896 -2.000 0.642
H 0.781 -2.749 -0.492
H 1.908 -3.199 0.613
H 0.025 -3.458 2.251
H 0.165 -4.729 1.035
H -2.113 -4.042 1.161
H -1.405 -3.706 -0.420
H -2.447 -1.872 1.481
H -2.525 -1.878 -0.155
S -2.921 -0.516 -4.443
C -2.353 -0.970 -2.936
S -2.865 0.011 -1.549
S -1.241 -2.244 -2.687
C 2.092 1.737 0.137
C 1.655 0.681 -0.851
O 0.499 0.094 -0.635
C 2.462 0.365 -1.989
C 2.017 -0.535 -2.982
C 2.806 -0.831 -4.078
C 4.065 -0.251 -4.236
C 4.513 0.645 -3.273
C 3.732 0.954 -2.169
H 1.305 1.889 0.874
H 2.285 2.700 -0.354
H 3.014 1.456 0.670
H 1.034 -0.984 -2.881
H 2.430 -1.521 -4.824
H 4.678 -0.482 -5.099
H 5.487 1.110 -3.384
H 4.109 1.658 -1.433
*
```

Löwdin population analysis, charges in e, atoms 1 to 6:
1 Ti 0.793
2 O 0.036
3 C -0.478
4 N -0.103
5 C -0.155
6 C -0.246

---

(3)
This record from the Open Molecules 2025 dataset describes a molecular structure, C23H26NO6PS3V. The level of theory is ωB97M-V with the def2-TZVPD basis set.

The value obtained for the energy is -3878.46075 Ha. The expectation value of S² is 3.781. Its energy relative to the best compared isomer or geometry (same formula, charge and spin) is 0.0 kcal/mol.

ORCA input file:
```
! RIJCOSX wB97M-V def2-TZVPD def2/J DEFGRID3
* xyz -2 4
V 0.194 -0.229 0.458
C 5.728 -0.139 -0.521
C 5.960 1.373 -0.504
C 6.845 1.703 0.706
C 6.693 1.764 -1.794
C 4.648 2.154 -0.387
C 4.674 3.556 -0.414
C 3.506 4.294 -0.262
C 2.305 3.630 -0.072
S 0.701 4.301 0.143
C 0.053 2.664 0.256
N 1.005 1.690 0.175
C 2.253 2.226 -0.033
C 3.436 1.504 -0.208
C -1.316 2.317 0.341
C -2.376 3.250 0.380
C -3.680 2.796 0.435
C -3.948 1.423 0.458
C -2.892 0.507 0.432
C -1.559 0.909 0.365
H 6.691 -0.654 -0.604
H 5.108 -0.440 -1.369
H 5.232 -0.483 0.389
H 7.791 1.153 0.647
H 6.335 1.419 1.629
H 7.071 2.771 0.758
H 7.628 1.201 -1.883
H 6.934 2.829 -1.815
H 6.071 1.541 -2.664
H 5.611 4.084 -0.546
H 3.536 5.378 -0.289
H 3.367 0.427 -0.172
H -2.171 4.317 0.363
H -4.497 3.509 0.459
H -4.975 1.073 0.502
H -3.114 -0.556 0.468
C 3.764 2.928 3.361
C 2.605 1.968 3.503
O 3.016 0.713 2.948
P 2.019 -0.544 2.905
S 0.111 -0.006 3.000
S 2.471 -1.618 1.325
O 2.457 -1.253 4.297
C 1.575 -2.176 4.945
C 1.300 -3.426 4.131
H 3.480 3.908 3.752
H 4.034 3.039 2.311
H 4.635 2.566 3.912
H 1.727 2.327 2.963
H 2.326 1.831 4.553
H 0.639 -1.662 5.174
H 2.079 -2.422 5.881
H 0.729 -3.192 3.232
H 0.719 -4.126 4.739
H 2.233 -3.904 3.829
O -1.370 -3.778 -0.652
C -0.847 -2.687 -0.517
O -0.774 -1.989 0.569
C -0.153 -1.970 -1.735
O -0.148 -2.462 -2.845
O 0.408 -0.844 -1.394
*
```

Löwdin population analysis, charges in e, atoms 1 to 6:
1 V 0.600
2 C -0.068
3 C -0.556
4 C -0.054
5 C -0.062
6 C -0.190

---

(4)
This record from the Open Molecules 2025 dataset describes 7 unconnected molecules or ions with the total composition C23H27Cl4N5O2. The level of theory is ωB97M-V with the def2-TZVPD basis set.

The value obtained for the energy is -3157.43218 Ha.

ORCA input file:
```
! RIJCOSX wB97M-V def2-TZVPD def2/J DEFGRID3
* xyz 0 1
C 7.427 -5.172 1.895
N 6.927 -6.224 0.990
O 7.676 -7.114 0.687
O 5.801 -6.058 0.555
H 6.548 -4.770 2.399
H 7.918 -4.418 1.280
H 7.945 -5.726 2.678
C -8.287 -1.597 -0.855
C -8.714 -1.566 0.465
C -7.945 -1.030 1.447
N -6.793 -0.445 1.104
C -6.300 -0.491 -0.172
C -7.017 -1.054 -1.189
H -8.891 -1.989 -1.660
H -9.664 -2.032 0.681
H -8.254 -0.971 2.480
H -5.301 -0.110 -0.321
H -6.550 -1.159 -2.157
C 1.430 1.343 1.103
C 2.647 1.956 0.935
C 3.799 1.201 0.657
N 3.699 -0.077 0.437
C 2.440 -0.758 0.516
C 1.293 -0.075 0.925
H 0.574 1.952 1.354
H 2.694 3.032 1.017
H 4.773 1.640 0.504
H 2.441 -1.811 0.274
H 0.338 -0.579 0.954
C -4.374 -5.523 -0.347
C -3.579 -6.152 -1.325
C -3.964 -7.472 -1.726
N -4.994 -8.193 -1.241
C -5.804 -7.552 -0.305
C -5.525 -6.233 0.119
H -3.977 -4.536 -0.161
H -2.833 -5.607 -1.884
H -3.394 -8.001 -2.475
H -6.504 -8.144 0.265
H -6.217 -5.858 0.859
C 6.375 10.430 -3.076
C 6.231 10.228 -4.448
C 5.349 9.219 -4.943
N 4.765 8.357 -4.098
C 4.944 8.498 -2.751
C 5.655 9.593 -2.167
H 7.043 11.168 -2.658
H 6.929 10.710 -5.117
H 5.302 9.075 -6.012
H 4.648 7.666 -2.130
H 5.870 9.667 -1.111
Cl 0.935 -6.736 4.372
C 0.572 -5.193 3.445
Cl -0.837 -4.187 3.954
H 1.416 -4.503 3.452
H 0.334 -5.453 2.414
Cl -0.822 8.065 3.606
C -1.529 7.815 1.974
Cl -0.306 7.311 0.832
H -2.236 6.991 2.072
H -2.128 8.655 1.622
*
```

Löwdin population analysis, charges in e, atoms 1 to 6:
1 C 0.037
2 N -0.473
3 O 0.076
4 O 0.056
5 H 0.094
6 H 0.110